<one>
Density functional theory data (ωB97M-V/def2-TZVPD) for a cluster of 2 separate species, CH7N2O in total.

Each line ends with the natural charge from an NBO analysis.
Positions of all 11 atoms, in Å:
O (0.56, -1.34, -1.80)  -1.27
H (0.05, -2.17, -1.92)  0.40
N (-1.22, 1.15, 0.28)  -0.86
C (-0.03, 0.83, 1.06)  -0.03
N (0.60, -0.42, 0.65)  -0.98
H (-1.52, 0.27, -0.14)  0.37
H (-0.91, 1.69, -0.52)  0.35
H (-0.26, 0.78, 2.13)  0.13
H (0.72, 1.63, 0.87)  0.12
H (0.63, -0.88, -0.37)  0.46
H (1.49, -0.50, 1.15)  0.32

Calculated values
* frontier orbital gap: 7.79 eV
* charge: -1
* LUMO: 4.67 eV
* HOMO level: -3.12 eV



<two>
Density functional theory data (ωB97M-V/def2-TZVPD) for a cluster of 2 separate species, CH7N2O in total.

Each line ends with the natural charge from an NBO analysis.
Positions of all 11 atoms, in Å:
N (0.76, -2.74, -0.84)  -1.10
H (0.48, -1.96, -0.37)  0.40
H (1.36, -3.39, -0.35)  0.33
H (1.46, -2.42, -1.55)  0.33
N (-0.33, -0.25, 0.42)  -1.17
C (-0.04, 1.50, -0.03)  0.25
O (-0.65, 2.34, 0.69)  -0.81
H (-0.55, -0.91, 1.25)  0.32
H (-0.94, -0.76, -0.16)  0.31
H (1.06, 1.35, -0.01)  0.08
H (-0.38, 1.40, -1.14)  0.05

Calculated values
* frontier orbital gap: 7.35 eV
* charge: -1
* LUMO: 4.45 eV
* HOMO level: -2.91 eV



<three>
Density functional theory data (ωB97M-V/def2-TZVPD) for a cluster of 2 separate species, CH7N2O in total.

Each line ends with the natural charge from an NBO analysis.
Positions of all 11 atoms, in Å:
N (0.18, 2.32, 1.08)  -1.11
H (0.08, 2.29, 2.14)  0.34
H (1.19, 1.92, 0.84)  0.36
H (-0.41, 1.56, 0.70)  0.40
N (-0.92, -0.53, -0.59)  -0.94
C (0.39, -1.32, -0.79)  0.11
O (0.29, -2.71, -0.82)  -0.96
H (-1.15, -0.87, 0.31)  0.34
H (-1.49, -0.90, -1.33)  0.34
H (1.01, -1.01, 0.09)  0.06
H (0.82, -0.75, -1.62)  0.07

Calculated values
* frontier orbital gap: 6.75 eV
* charge: -1
* LUMO: 4.28 eV
* HOMO level: -2.47 eV



In kcal/mol, relative to the most stable structure: <one> 0.0; <two> 25.9; <three> 2.7.



<one>
Density functional theory data (ωB97M-V/def2-TZVPD) for the ion C6H14NO with charge -2.

Each line ends with the Löwdin spin population.
Positions of all 22 atoms, in Å:
C (-0.44, 2.09, 1.24)  0.00
O (-0.98, 3.35, 1.16)  0.00
C (-0.43, 1.33, -0.11)  0.00
C (0.61, 0.16, -0.12)  0.02
C (0.14, -1.24, 0.27)  0.02
C (-1.13, -1.67, -0.45)  0.15
C (1.21, -2.28, -0.06)  0.39
N (-0.18, 2.27, -1.17)  0.00
H (-1.00, 1.42, 1.96)  0.00
H (0.60, 2.11, 1.67)  0.00
H (-1.43, 0.89, -0.22)  0.00
H (1.38, 0.54, 0.53)  0.00
H (1.01, 0.12, -1.14)  0.01
H (-0.01, -1.27, 1.35)  0.01
H (-0.92, -1.65, -1.52)  0.04
H (-1.94, -0.95, -0.31)  0.01
H (-1.42, -2.67, -0.13)  0.06
H (2.19, -2.23, 0.44)  0.08
H (0.83, -3.27, 0.20)  0.11
H (1.45, -2.29, -1.12)  0.09
H (-0.17, 3.21, -0.77)  0.00
H (0.65, 2.03, -1.70)  0.00

Calculated values
* multiplicity: 2
* frontier orbital gap (alpha / beta): 2.86 / 6.92 eV
* <S²>: 0.75
* charge: -2
* LUMO (alpha / beta): 6.67 / 6.84 eV
* HOMO level (alpha / beta): 3.81 / -0.08 eV



<two>
Density functional theory data (ωB97M-V/def2-TZVPD) for the ion C6H14NO with charge -2.

Each line ends with the Löwdin spin population.
Positions of all 22 atoms, in Å:
C (0.96, -2.44, 0.27)  0.00
O (1.78, -3.13, -0.51)  0.00
C (1.24, -0.74, 0.24)  0.00
C (0.13, 0.07, -0.54)  0.01
C (-0.82, 0.83, 0.42)  0.01
C (-0.76, 2.35, 0.14)  0.36
C (-2.26, 0.34, 0.09)  0.18
N (2.61, -0.58, -0.23)  0.00
H (1.21, -2.59, 1.35)  0.00
H (-0.08, -2.47, -0.10)  0.00
H (1.19, -0.33, 1.26)  0.00
H (-0.41, -0.44, -1.34)  0.00
H (0.71, 0.78, -1.17)  0.01
H (-0.68, 0.68, 1.49)  0.01
H (-1.14, 2.58, -0.87)  0.09
H (0.28, 2.70, 0.16)  0.05
H (-1.35, 2.94, 0.84)  0.11
H (-2.41, -0.62, 0.63)  0.02
H (-3.01, 1.00, 0.55)  0.08
H (-2.52, 0.13, -0.94)  0.04
H (2.68, -1.31, -0.96)  0.00
H (2.64, 0.27, -0.80)  0.00

Calculated values
* multiplicity: 2
* frontier orbital gap (alpha / beta): 2.89 / 6.96 eV
* <S²>: 0.75
* charge: -2
* LUMO (alpha / beta): 6.71 / 6.85 eV
* HOMO level (alpha / beta): 3.82 / -0.11 eV



In kcal/mol, relative to the most stable structure: <one> 0.0; <two> 17.4.



<one>
Density functional theory data (ωB97M-V/def2-TZVPD) for the ion C6H14NO with charge -2.

Each line ends with the Löwdin spin population.
Positions of all 22 atoms, in Å:
C (-0.36, 0.27, 2.78)  0.36
C (-0.60, 0.80, 1.28)  0.08
N (0.12, -0.18, 0.36)  0.01
C (-0.92, -1.17, 0.00)  0.13
C (-0.30, 0.78, -1.94)  0.01
C (0.72, 0.54, -0.83)  0.00
C (1.74, -0.58, -1.38)  0.01
O (2.74, -0.10, -2.19)  0.00
H (-0.89, -0.68, 2.93)  0.09
H (0.69, 0.01, 2.90)  0.04
H (-0.77, 0.97, 3.49)  0.10
H (-1.72, 0.69, 1.04)  0.04
H (-0.14, 1.78, 1.28)  0.02
H (-1.26, -1.66, 0.96)  0.06
H (-1.72, -0.78, -0.59)  0.02
H (-0.41, -2.08, -0.41)  0.02
H (-1.05, 1.54, -1.71)  0.01
H (0.26, 0.96, -2.84)  0.00
H (-0.75, -0.15, -2.27)  0.00
H (1.25, 1.41, -0.43)  0.00
H (1.12, -1.34, -1.91)  0.00
H (2.23, -1.03, -0.53)  0.00

Calculated values
* multiplicity: 2
* frontier orbital gap (alpha / beta): 2.58 / 5.95 eV
* <S²>: 0.75
* charge: -2
* LUMO (alpha / beta): 6.50 / 6.40 eV
* HOMO level (alpha / beta): 3.93 / 0.45 eV



<two>
Density functional theory data (ωB97M-V/def2-TZVPD) for a structure of composition C6H14NO.

Each line ends with the Löwdin spin population.
Positions of all 22 atoms, in Å:
C (-2.66, 0.87, -0.74)  0.26
N (-2.89, -0.47, -0.89)  0.61
C (1.96, -0.27, -1.16)  0.00
C (3.05, -0.85, -0.23)  0.00
O (2.87, -0.35, 0.99)  0.00
C (-1.97, 1.22, 0.77)  0.05
C (-0.41, -0.89, 1.20)  0.00
C (-0.58, 0.64, 0.84)  0.01
H (-1.83, 0.25, -1.37)  0.04
H (-3.56, 1.62, -1.02)  0.02
H (1.77, 0.89, -1.21)  0.00
H (0.95, -0.75, -1.04)  0.00
H (2.24, -0.45, -2.40)  0.00
H (2.87, -1.94, -0.36)  0.00
H (4.03, -0.72, -0.80)  0.00
H (-1.98, 2.28, 0.81)  0.00
H (-2.76, 0.68, 1.37)  0.01
H (-0.82, -1.55, 0.39)  0.00
H (0.69, -1.10, 1.29)  0.00
H (-0.91, -1.14, 2.17)  0.00
H (0.05, 1.18, 1.58)  0.00
H (-0.11, 0.83, -0.19)  0.00

Calculated values
* multiplicity: 2
* frontier orbital gap (alpha / beta): 5.08 / 5.55 eV
* <S²>: 0.76
* charge: -2
* LUMO (alpha / beta): 7.07 / 7.05 eV
* HOMO level (alpha / beta): 2.00 / 1.49 eV



In kcal/mol, relative to the most stable structure: <one> 0.0; <two> 66.4.



<one>
Density functional theory data (ωB97M-V/def2-TZVPD) for the molecule C2H4BrN.

Each line ends with the natural charge from an NBO analysis.
Positions of all 8 atoms, in Å:
C (-1.06, -0.07, 0.25)  -0.45
N (0.22, 0.32, 0.62)  -0.39
C (1.19, 0.01, -0.30)  0.00
Br (2.99, 0.54, 0.01)  0.06
H (-1.04, -0.33, -0.79)  0.17
H (-1.78, 0.80, 0.61)  0.22
H (-1.52, -0.91, 0.84)  0.22
H (1.00, -0.37, -1.23)  0.17

Calculated values
* frontier orbital gap: 10.37 eV
* LUMO: 0.58 eV
* SMILES: C/N=C/Br
* HOMO level: -9.78 eV



<two>
Density functional theory data (ωB97M-V/def2-TZVPD) for a cluster of 2 separate species, C2H4BrN in total.

Each line ends with the natural charge from an NBO analysis.
Positions of all 8 atoms, in Å:
C (1.26, 1.87, 0.00)  -0.26
C (-0.47, -1.00, -0.14)  -0.56
N (0.73, -0.77, 0.39)  -0.28
Br (-0.31, 2.69, -0.06)  0.21
H (1.31, 0.92, 0.63)  0.20
H (-0.62, -1.98, 0.34)  0.29
H (-0.41, -1.19, -1.20)  0.18
H (-1.49, -0.55, 0.05)  0.23

Calculated values
* frontier orbital gap (alpha / beta): 5.99 / 4.82 eV
* LUMO (alpha / beta): -2.22 / -2.30 eV
* HOMO level (alpha / beta): -8.21 / -7.13 eV



In kcal/mol, relative to the most stable structure: <one> 0.0; <two> 181.4.